[1]
The following is a quantum chemistry calculation of one molecule with the formula C7H13NO at a distorted geometry, from the Open Molecules 2025 dataset.

CARTESIAN COORDINATES (ANGSTROEM)
C: 1.016 -0.799 -0.309
C: 0.096 -0.613 -1.407
C: 2.400 -0.245 -0.291
C: -2.147 -0.368 -0.115
C: -0.948 0.455 -0.620
C: -0.064 0.940 0.652
C: -0.370 0.791 1.951
O: 0.741 -1.831 0.512
N: -1.199 1.532 -1.403
H: 1.245 -1.745 1.334
H: -1.428 2.337 -0.817
H: 0.522 -0.102 -2.262
H: -0.443 -1.509 -1.702
H: 0.625 1.730 0.366
H: 2.742 -0.055 0.729
H: 2.455 0.679 -0.863
H: 3.078 -0.976 -0.748
H: -2.770 0.248 0.532
H: -2.733 -0.677 -0.980
H: -1.827 -1.254 0.435
H: 0.087 1.414 2.711
H: -1.077 0.049 2.298

HOMO-LUMO gap (spin up / spin down): 9.0 / 6.1 eV
Highest occupied orbital energy (spin up / spin down): -8.6 / -6.4 eV
Molecular weight: 127.19 g mol⁻¹
Multiplicity: 1
Charge: 0

Results of the natural (NBO) charge analysis, in e, for atoms 1 through 8:
1 C 0.459
2 C -0.496
3 C -0.688
4 C -0.616
5 C 0.115
6 C -0.240
7 C -0.468
8 O -0.675

***

[2]
The following is a quantum chemistry calculation of one molecule with the formula C7H13NO at a distorted geometry, from the Open Molecules 2025 dataset.

CARTESIAN COORDINATES (ANGSTROEM)
C: -0.112 -1.591 -2.818
C: -0.139 -1.497 -1.615
C: 0.066 -1.207 0.028
C: -1.325 -1.300 0.622
C: 1.107 -0.167 0.212
N: 1.878 0.367 -0.848
C: 0.348 1.131 1.060
C: -0.630 1.939 0.229
O: -0.085 0.790 2.348
H: -0.128 -1.660 -3.871
H: 0.572 -2.137 0.318
H: -1.290 -1.421 1.704
H: -1.982 -0.499 0.298
H: -1.808 -2.218 0.292
H: 1.802 -0.525 0.979
H: 1.313 0.708 -1.616
H: 2.599 -0.261 -1.178
H: 1.245 1.750 1.211
H: -0.218 2.143 -0.756
H: -0.836 2.892 0.721
H: -1.564 1.408 0.056
H: -0.815 1.355 2.624

HOMO-LUMO gap: 9.9 eV
Highest occupied orbital energy: -9.0 eV
Molecular weight: 127.19 g mol⁻¹
Multiplicity: 1
SMILES: C#C[C@H](C)[C@@H](N)[C@@H](C)O
Charge: 0

Results of the natural (NBO) charge analysis, in e, for atoms 1 through 8:
1 C -0.320
2 C -0.002
3 C -0.242
4 C -0.607
5 C -0.056
6 N -0.831
7 C 0.113
8 C -0.657

***

[3]
The following is a quantum chemistry calculation of one molecule with the formula C7H13NO at a distorted geometry, from the Open Molecules 2025 dataset.

CARTESIAN COORDINATES (ANGSTROEM)
C: -1.038 2.522 -0.030
C: -0.589 1.306 -0.319
C: -1.511 0.096 -0.686
C: -2.336 -0.362 0.516
O: 0.754 1.055 -0.333
C: 1.137 -0.281 -0.450
C: 1.683 -0.696 -1.594
C: 1.235 -1.042 0.861
N: 2.563 -1.000 1.455
H: -2.087 2.731 -0.031
H: -0.356 3.319 0.205
H: -1.013 -0.766 -1.134
H: -2.182 0.460 -1.464
H: -3.013 -1.164 0.217
H: -1.706 -0.731 1.315
H: -2.933 0.461 0.909
H: 1.749 -0.044 -2.448
H: 2.041 -1.703 -1.710
H: 0.543 -0.605 1.586
H: 0.969 -2.089 0.700
H: 3.244 -1.434 0.838
H: 2.845 -0.034 1.595

HOMO-LUMO gap: 9.6 eV
Highest occupied orbital energy: -8.7 eV
Molecular weight: 127.19 g mol⁻¹
Multiplicity: 1
SMILES: C=C(CC)OC(=C)CN
Charge: 0

Results of the natural (NBO) charge analysis, in e, for atoms 1 through 8:
1 C -0.517
2 C 0.338
3 C -0.483
4 C -0.593
5 O -0.522
6 C 0.303
7 C -0.457
8 C -0.292

***

Copy entry 1 word for word.
The following is a quantum chemistry calculation of one molecule with the formula C7H13NO at a distorted geometry, from the Open Molecules 2025 dataset.

CARTESIAN COORDINATES (ANGSTROEM)
C: 1.016 -0.799 -0.309
C: 0.096 -0.613 -1.407
C: 2.400 -0.245 -0.291
C: -2.147 -0.368 -0.115
C: -0.948 0.455 -0.620
C: -0.064 0.940 0.652
C: -0.370 0.791 1.951
O: 0.741 -1.831 0.512
N: -1.199 1.532 -1.403
H: 1.245 -1.745 1.334
H: -1.428 2.337 -0.817
H: 0.522 -0.102 -2.262
H: -0.443 -1.509 -1.702
H: 0.625 1.730 0.366
H: 2.742 -0.055 0.729
H: 2.455 0.679 -0.863
H: 3.078 -0.976 -0.748
H: -2.770 0.248 0.532
H: -2.733 -0.677 -0.980
H: -1.827 -1.254 0.435
H: 0.087 1.414 2.711
H: -1.077 0.049 2.298

HOMO-LUMO gap (spin up / spin down): 9.0 / 6.1 eV
Highest occupied orbital energy (spin up / spin down): -8.6 / -6.4 eV
Molecular weight: 127.19 g mol⁻¹
Multiplicity: 1
Charge: 0

Results of the natural (NBO) charge analysis, in e, for atoms 1 through 8:
1 C 0.459
2 C -0.496
3 C -0.688
4 C -0.616
5 C 0.115
6 C -0.240
7 C -0.468
8 O -0.675

***

Repeat the first record exactly.
The following is a quantum chemistry calculation of one molecule with the formula C7H13NO at a distorted geometry, from the Open Molecules 2025 dataset.

CARTESIAN COORDINATES (ANGSTROEM)
C: 1.016 -0.799 -0.309
C: 0.096 -0.613 -1.407
C: 2.400 -0.245 -0.291
C: -2.147 -0.368 -0.115
C: -0.948 0.455 -0.620
C: -0.064 0.940 0.652
C: -0.370 0.791 1.951
O: 0.741 -1.831 0.512
N: -1.199 1.532 -1.403
H: 1.245 -1.745 1.334
H: -1.428 2.337 -0.817
H: 0.522 -0.102 -2.262
H: -0.443 -1.509 -1.702
H: 0.625 1.730 0.366
H: 2.742 -0.055 0.729
H: 2.455 0.679 -0.863
H: 3.078 -0.976 -0.748
H: -2.770 0.248 0.532
H: -2.733 -0.677 -0.980
H: -1.827 -1.254 0.435
H: 0.087 1.414 2.711
H: -1.077 0.049 2.298

HOMO-LUMO gap (spin up / spin down): 9.0 / 6.1 eV
Highest occupied orbital energy (spin up / spin down): -8.6 / -6.4 eV
Molecular weight: 127.19 g mol⁻¹
Multiplicity: 1
Charge: 0

Results of the natural (NBO) charge analysis, in e, for atoms 1 through 8:
1 C 0.459
2 C -0.496
3 C -0.688
4 C -0.616
5 C 0.115
6 C -0.240
7 C -0.468
8 O -0.675